[1]
Computed, not measured: a 2-piece molecular cluster, C17H19N overall in a non-equilibrium geometry, with the ωB97M-V functional and the def2-TZVPD basis.

Energy relative to the best compared isomer or geometry (same formula, charge and spin), kJ/mol: 104.3
Gap between HOMO and LUMO, eV: 8.5
Total energy, eV: -19426.82214
LUMO energy, eV: 0.7

CARTESIAN COORDINATES (ANGSTROEM)
1 C -1.762 -0.282 -1.893
2 C -3.086 -1.050 -2.219
3 C -1.850 1.206 -1.943
4 C -2.018 1.964 -0.780
5 C -1.727 1.914 -3.133
6 C -1.864 3.335 -0.786
7 C -1.660 3.308 -3.146
8 C -1.877 4.045 -1.996
9 H -1.480 -0.608 -0.896
10 H -0.933 -0.661 -2.497
11 H -3.144 -1.408 -3.244
12 H -2.332 1.527 0.162
13 H -1.413 1.438 -4.060
14 H -1.959 3.945 0.099
15 H -1.519 3.807 -4.099
16 H -2.037 5.110 -1.958
17 H -3.868 -0.315 -2.033
18 H -3.222 -1.868 -1.515
19 C 3.848 -0.264 0.158
20 C 2.198 -1.487 1.754
21 C 2.930 -0.305 1.338
22 C 1.273 -1.068 2.728
23 C 2.316 0.743 1.935
24 C 1.450 -3.704 2.220
25 C 0.442 -3.207 3.044
26 C 2.286 -2.854 1.508
27 C 0.311 -1.857 3.351
28 N 1.464 0.291 2.915
29 H 1.504 -4.773 2.095
30 H -0.295 -3.904 3.443
31 H 2.856 -3.337 0.730
32 H -0.493 -1.531 3.988
33 H 3.381 -0.611 -0.765
34 H 4.689 -0.936 0.355
35 H 2.439 1.780 1.646
36 H 0.888 0.888 3.486
37 H 4.268 0.729 0.007

[2]
Computed, not measured: a 2-piece molecular cluster, C17H19N2 overall in a non-equilibrium geometry, with the ωB97M-V functional and the def2-TZVPD basis.

Energy relative to the best compared isomer or geometry (same formula, charge and spin), kJ/mol: 55.7
Gap between HOMO and LUMO, eV: 6.9
Total energy, eV: -20911.48176
LUMO energy, eV: -4.8
Charge: +1

CARTESIAN COORDINATES (ANGSTROEM)
1 C 4.698 0.085 2.012
2 N 3.290 -0.269 1.993
3 C 2.287 0.638 1.888
4 C 1.033 -0.023 1.968
5 C -0.213 0.592 2.033
6 C -1.479 -0.084 1.975
7 C -1.795 -1.099 1.026
8 C -3.024 -1.753 1.055
9 C -3.973 -1.450 2.038
10 C -5.260 -2.212 2.108
11 C -3.696 -0.426 2.956
12 C -2.493 0.262 2.910
13 C 1.352 -1.452 2.102
14 C 0.601 -2.586 2.360
15 C 1.249 -3.819 2.546
16 C 2.652 -3.913 2.524
17 C 3.435 -2.762 2.321
18 C 2.764 -1.564 2.107
19 H 5.283 -0.832 2.107
20 H 4.977 0.612 1.089
21 H 4.927 0.759 2.852
22 H 2.499 1.698 1.791
23 H -0.219 1.676 2.185
24 H -1.051 -1.381 0.277
25 H -3.255 -2.536 0.327
26 H -5.928 -1.761 2.845
27 H -5.775 -2.227 1.142
28 H -5.104 -3.259 2.394
29 H -4.448 -0.174 3.707
30 H -2.277 1.064 3.620
31 H -0.477 -2.501 2.417
32 H 0.647 -4.716 2.709
33 H 3.124 -4.888 2.666
34 H 4.526 -2.779 2.319
35 N -0.358 4.358 1.994
36 H -0.592 4.591 2.958
37 H -1.213 4.503 1.458
38 H 0.283 5.088 1.685

[3]
Computed, not measured: an isolated molecule of C17H19N3O3, with the ωB97M-V functional and the def2-TZVPD basis.

Energy relative to the best compared isomer or geometry (same formula, charge and spin), kJ/mol: 63.1
Gap between HOMO and LUMO, eV: 9.6
Total energy, eV: -28550.84102
LUMO energy, eV: 0.7

CARTESIAN COORDINATES (ANGSTROEM)
1 N 2.073 0.674 -1.328
2 H 2.577 -0.087 -1.785
3 H 2.758 1.211 -0.794
4 N 1.174 0.131 -0.387
5 C 1.444 0.187 0.925
6 O 2.503 0.593 1.369
7 C 0.320 -0.321 1.847
8 N -0.874 0.505 1.767
9 C -1.703 0.589 0.707
10 O -1.608 -0.046 -0.322
11 O -2.678 1.489 0.950
12 C -3.553 1.743 -0.149
13 C -2.834 2.331 -1.336
14 C -1.758 3.188 -1.150
15 C -1.085 3.712 -2.239
16 C -1.491 3.395 -3.524
17 C -2.571 2.550 -3.714
18 C -3.236 2.015 -2.626
19 H -4.068 1.343 -2.777
20 H -2.890 2.297 -4.715
21 H -0.965 3.803 -4.374
22 H -0.241 4.367 -2.083
23 H -1.440 3.437 -0.148
24 H -4.052 0.812 -0.438
25 H -4.292 2.443 0.250
26 H -1.061 1.143 2.523
27 H 0.709 -0.220 2.864
28 C 0.015 -1.805 1.569
29 C 1.296 -2.592 1.552
30 C 1.947 -2.903 2.739
31 C 3.149 -3.587 2.725
32 C 3.716 -3.970 1.522
33 C 3.073 -3.669 0.334
34 C 1.871 -2.984 0.350
35 H 1.369 -2.754 -0.579
36 H 3.509 -3.968 -0.608
37 H 4.656 -4.501 1.511
38 H 3.645 -3.820 3.656
39 H 1.508 -2.608 3.681
40 H -0.497 -1.893 0.612
41 H -0.650 -2.174 2.353
42 H 0.234 -0.057 -0.730

[4]
Computed, not measured: an isolated molecule of C17H19N3O3, with the ωB97M-V functional and the def2-TZVPD basis.

Energy relative to the best compared isomer or geometry (same formula, charge and spin), kJ/mol: 17.1
Gap between HOMO and LUMO, eV: 8.8
Total energy, eV: -28551.31772
LUMO energy, eV: 0.6

CARTESIAN COORDINATES (ANGSTROEM)
1 C 6.048 4.430 -1.627
2 C 6.821 3.126 -1.783
3 C 6.310 2.054 -0.819
4 C 4.919 1.589 -1.224
5 O 4.599 1.412 -2.377
6 N 4.090 1.374 -0.158
7 C 2.768 0.924 -0.161
8 C 2.126 0.738 1.063
9 N 0.882 0.321 1.178
10 C 0.190 0.062 0.071
11 C 0.733 0.212 -1.205
12 C 2.038 0.648 -1.319
13 H 2.494 0.776 -2.286
14 H 0.139 -0.007 -2.075
15 N -1.103 -0.374 0.325
16 C -2.100 -0.671 -0.563
17 O -1.990 -0.565 -1.766
18 C -3.367 -1.122 0.083
19 C -4.564 -0.836 -0.570
20 C -5.761 -1.243 -0.019
21 C -5.790 -1.952 1.172
22 C -4.599 -2.262 1.819
23 C -3.388 -1.839 1.270
24 H -2.483 -2.124 1.784
25 O -4.500 -2.964 2.980
26 C -5.679 -3.444 3.582
27 H -6.215 -4.133 2.922
28 H -5.357 -3.979 4.474
29 H -6.344 -2.624 3.873
30 H -6.740 -2.262 1.578
31 H -6.691 -1.015 -0.518
32 H -4.531 -0.294 -1.502
33 H -1.307 -0.428 1.315
34 H 2.639 0.934 1.997
35 H 4.467 1.541 0.764
36 H 6.314 2.434 0.205
37 H 6.966 1.181 -0.865
38 H 6.705 2.755 -2.802
39 H 7.883 3.302 -1.598
40 H 4.993 4.270 -1.839
41 H 6.143 4.818 -0.614
42 H 6.425 5.179 -2.318

[5]
Computed, not measured: an isolated molecule of C17H19N3O5S2 in a non-equilibrium geometry, with the ωB97M-V functional and the def2-TZVPD basis.

Energy relative to the best compared isomer or geometry (same formula, charge and spin), kJ/mol: 232.2
Gap between HOMO and LUMO, eV: 7.6
Total energy, eV: -54313.80594
LUMO energy, eV: -0.9

CARTESIAN COORDINATES (ANGSTROEM)
1 C 4.711 0.467 2.155
2 H 3.735 0.066 1.890
3 C 5.531 0.771 0.906
4 H 6.496 1.186 1.198
5 H 5.015 1.522 0.302
6 C 5.776 -0.480 0.056
7 N 4.508 -1.022 -0.391
8 C 4.053 -2.240 -0.067
9 O 4.682 -3.087 0.525
10 C 2.615 -2.496 -0.549
11 H 2.640 -2.921 -1.559
12 H 2.124 -3.213 0.116
13 O 1.898 -1.265 -0.570
14 C 0.594 -1.289 -0.292
15 O -0.049 -2.299 -0.123
16 C 0.014 0.067 -0.210
17 C 0.833 1.184 -0.248
18 C 0.282 2.452 -0.158
19 C -1.098 2.614 -0.032
20 C -1.918 1.510 0.012
21 C -1.382 0.220 -0.071
22 S -2.337 -1.242 0.002
23 C -4.021 -0.752 0.061
24 N -4.567 0.412 0.067
25 C -5.926 0.353 0.115
26 C -6.428 -0.912 0.148
27 S -5.167 -2.084 0.117
28 H -7.453 -1.218 0.188
29 C -6.706 1.620 0.129
30 H -6.434 2.213 1.000
31 H -6.477 2.205 -0.760
32 H -7.771 1.407 0.156
33 H -2.985 1.625 0.109
34 H -1.506 3.611 0.035
35 N 1.147 3.596 -0.196
36 O 0.639 4.693 -0.101
37 O 2.339 3.394 -0.323
38 H 1.902 1.078 -0.337
39 H 3.897 -0.390 -0.887
40 C 6.660 -0.172 -1.151
41 H 6.202 0.598 -1.769
42 H 6.802 -1.066 -1.752
43 H 7.632 0.183 -0.821
44 H 6.239 -1.263 0.666
45 H 4.561 1.373 2.737
46 H 5.220 -0.265 2.776

Q: Which value of LUMO energy does entry 3 give?
A: 0.7 eV

Q: Which formula does entry 1 have?
A: C17H19N

Copy entry 1 word for word.
Computed, not measured: a 2-piece molecular cluster, C17H19N overall in a non-equilibrium geometry, with the ωB97M-V functional and the def2-TZVPD basis.

Energy relative to the best compared isomer or geometry (same formula, charge and spin), kJ/mol: 104.3
Gap between HOMO and LUMO, eV: 8.5
Total energy, eV: -19426.82214
LUMO energy, eV: 0.7

CARTESIAN COORDINATES (ANGSTROEM)
1 C -1.762 -0.282 -1.893
2 C -3.086 -1.050 -2.219
3 C -1.850 1.206 -1.943
4 C -2.018 1.964 -0.780
5 C -1.727 1.914 -3.133
6 C -1.864 3.335 -0.786
7 C -1.660 3.308 -3.146
8 C -1.877 4.045 -1.996
9 H -1.480 -0.608 -0.896
10 H -0.933 -0.661 -2.497
11 H -3.144 -1.408 -3.244
12 H -2.332 1.527 0.162
13 H -1.413 1.438 -4.060
14 H -1.959 3.945 0.099
15 H -1.519 3.807 -4.099
16 H -2.037 5.110 -1.958
17 H -3.868 -0.315 -2.033
18 H -3.222 -1.868 -1.515
19 C 3.848 -0.264 0.158
20 C 2.198 -1.487 1.754
21 C 2.930 -0.305 1.338
22 C 1.273 -1.068 2.728
23 C 2.316 0.743 1.935
24 C 1.450 -3.704 2.220
25 C 0.442 -3.207 3.044
26 C 2.286 -2.854 1.508
27 C 0.311 -1.857 3.351
28 N 1.464 0.291 2.915
29 H 1.504 -4.773 2.095
30 H -0.295 -3.904 3.443
31 H 2.856 -3.337 0.730
32 H -0.493 -1.531 3.988
33 H 3.381 -0.611 -0.765
34 H 4.689 -0.936 0.355
35 H 2.439 1.780 1.646
36 H 0.888 0.888 3.486
37 H 4.268 0.729 0.007